Density functional theory data (ωB97M-V/def2-TZVPD) for a single C20H26N4O4S molecule.

Computed properties:
* HOMO energy: -8.3079 eV
* energy above the lowest of the compared OMol25 structures with the same formula, charge and spin: 4.5 kJ/mol
* total charge: 0
* SMILES: CCOCCCn1c(=S)[nH]c2cc(C(=O)N3CCC(C(N)=O)CC3)ccc2c1=O
* molecular weight: 418.5 g/mol

```
55
Properties=species:S:1:pos:R:3:forces:R:3:nbo_charge:R:1
C -6.4761 -1.9715 1.0501 0.4 0.0 -0.1 -0.65
C -5.0857 -2.5664 0.8457 -0.2 -0.1 0.2 -0.05
H -4.6582 -2.8170 1.8211 -0.1 -0.1 -0.1 0.19
O -4.1402 -1.6915 0.2675 0.0 0.1 0.0 -0.55
C -4.1814 -1.5386 -1.1309 0.0 0.1 -0.3 -0.06
H -4.4650 -2.4857 -1.6116 0.1 0.0 0.0 0.17
C -5.0941 -0.4183 -1.6550 0.2 -0.1 0.2 -0.44
C -5.0014 0.8711 -0.8289 -0.6 -0.2 -0.4 -0.23
N -3.6455 1.1451 -0.3802 0.2 0.0 0.0 -0.45
C -3.3688 1.1416 0.9585 0.1 0.2 0.6 0.31
S -4.4986 1.0506 2.1513 -0.3 0.0 0.6 -0.20
N -2.0647 1.2674 1.3263 0.0 -0.1 0.0 -0.58
C -1.0262 1.4489 0.4527 0.2 0.1 -0.7 0.28
C 0.2900 1.5762 0.8925 0.1 0.0 -0.1 -0.24
C 1.3059 1.7740 -0.0254 -0.4 0.2 0.0 -0.06
C 1.0144 1.8710 -1.3895 0.0 0.0 0.0 -0.24
C -0.2862 1.7483 -1.8263 -0.1 0.0 0.1 -0.12
C -1.3170 1.5295 -0.9136 0.3 0.0 0.2 -0.23
C -2.7013 1.3836 -1.3744 0.2 0.1 -0.1 0.68
O -3.0365 1.4577 -2.5377 0.0 0.0 0.0 -0.59
H -0.5398 1.8199 -2.8727 0.0 0.0 -0.1 0.24
H 1.8119 2.0544 -2.0929 0.1 0.0 -0.1 0.23
C 2.6982 2.0217 0.4780 0.0 0.0 0.0 0.66
O 2.9231 2.9657 1.2158 -0.1 0.1 0.2 -0.62
N 3.6629 1.1908 0.0336 0.2 0.0 -0.1 -0.43
C 3.4526 -0.0787 -0.6216 -0.2 -0.5 -0.2 -0.23
H 2.4079 -0.1801 -0.9153 0.1 0.0 0.0 0.22
C 3.8369 -1.2296 0.3141 0.2 0.0 -0.2 -0.40
H 3.7446 -2.1689 -0.2317 -0.1 0.0 0.0 0.23
H 3.1483 -1.2506 1.1622 0.0 0.0 0.0 0.21
C 5.2673 -1.0773 0.8418 -0.2 0.0 0.0 -0.32
C 6.3039 -1.3033 -0.2584 -0.1 -0.1 0.6 0.68
O 6.0610 -1.3115 -1.4436 -0.2 0.0 -0.5 -0.62
N 7.5580 -1.4920 0.2136 0.5 -0.1 0.0 -0.82
H 7.7692 -1.5243 1.1944 -0.1 0.0 0.0 0.39
H 8.3037 -1.6467 -0.4446 0.0 0.0 0.0 0.41
H 5.4420 -1.8349 1.6146 0.0 0.1 -0.1 0.22
C 5.4415 0.3182 1.4601 0.0 0.0 -0.2 -0.40
C 5.0305 1.3968 0.4594 0.2 0.3 0.3 -0.23
H 5.0912 2.3868 0.9152 0.1 -0.1 -0.1 0.25
H 5.6779 1.3583 -0.4226 0.0 0.0 0.0 0.20
H 6.4754 0.4822 1.7673 0.0 0.0 0.1 0.21
H 4.8058 0.3980 2.3446 0.0 0.0 0.0 0.22
H 4.0830 -0.1250 -1.5142 -0.2 0.0 0.1 0.23
H 0.5154 1.5343 1.9476 0.0 0.0 0.1 0.23
H -1.8874 1.2547 2.3225 -0.2 0.0 -0.2 0.43
H -5.3406 1.7133 -1.4376 0.0 0.0 0.1 0.22
H -5.6208 0.7952 0.0646 0.2 0.1 -0.2 0.25
H -6.1369 -0.7348 -1.6577 0.0 0.0 0.0 0.21
H -4.7957 -0.2171 -2.6843 -0.1 -0.1 0.0 0.23
H -3.1481 -1.3126 -1.4207 -0.1 -0.1 -0.1 0.18
H -5.1538 -3.4866 0.2454 0.1 0.1 0.1 0.16
H -6.3973 -1.0347 1.5950 0.0 0.1 0.0 0.23
H -7.0777 -2.6639 1.6332 -0.1 -0.1 0.0 0.21
H -6.9775 -1.7932 0.1026 -0.1 0.0 -0.1 0.20
```
Positions in Å, forces in eV/Å.


Density functional theory data (ωB97M-V/def2-TZVPD) for a gas-phase ion, C20H26NO3 (charge +1).

Computed properties:
* HOMO energy: -10.8923 eV
* energy above the lowest of the compared OMol25 structures with the same formula, charge and spin: 12.0 kJ/mol
* total charge: +1
* SMILES: C[C@@H]1C[N@H+](CCOc2cccc(Oc3ccccc3)c2)C[C@H](C)O1
* molecular weight: 328.4 g/mol

```
50
Properties=species:S:1:pos:R:3:forces:R:3:nbo_charge:R:1
C -0.6301 2.5319 1.7283 0.4 -0.1 0.2 -0.63
H -0.5402 3.0278 0.7667 0.0 0.1 -0.1 0.22
H -1.2976 1.6799 1.6389 -0.1 -0.1 -0.1 0.23
C 0.7335 2.0709 2.2226 0.0 0.0 -0.5 0.10
O 0.5631 1.4846 3.4913 -0.1 0.0 0.1 -0.51
C 1.7641 1.0200 4.0568 0.3 -0.3 0.1 0.09
C 1.4514 0.4405 5.4287 0.1 0.2 -0.4 -0.62
H 0.9938 1.2080 6.0447 0.0 0.1 0.1 0.25
H 2.3581 0.0915 5.9129 0.1 -0.1 0.1 0.22
H 0.7488 -0.3818 5.3343 -0.1 -0.1 0.0 0.23
C 2.3855 -0.0477 3.1351 -0.3 0.1 0.9 -0.26
N 2.6319 0.5437 1.7968 0.3 0.2 0.0 -0.34
H 3.2236 1.3720 1.9477 -0.1 -0.2 0.0 0.43
C 1.3430 1.0452 1.2510 -0.9 0.6 0.0 -0.27
H 1.5131 1.4995 0.2739 0.1 -0.1 0.0 0.24
H 0.6634 0.1984 1.1407 0.2 0.1 0.0 0.26
C 3.3811 -0.3447 0.8617 0.1 -0.7 -0.6 -0.25
H 4.3839 -0.5006 1.2644 -0.1 0.1 0.1 0.24
H 3.4568 0.1783 -0.0950 0.0 0.1 0.2 0.24
C 2.7279 -1.7193 0.6334 0.3 0.2 0.1 -0.09
O 1.4229 -1.6309 0.1424 -0.3 -0.1 -0.3 -0.53
C 1.2074 -1.3176 -1.1935 -0.1 0.1 -0.1 0.38
C -0.1260 -1.0952 -1.5154 -0.1 -0.1 0.1 -0.38
C -0.4842 -0.7758 -2.8195 0.7 -0.1 0.2 0.34
C 0.5066 -0.6877 -3.8007 -0.3 0.0 0.0 -0.26
C 1.8227 -0.9097 -3.4650 -0.1 0.0 0.0 -0.16
C 2.1934 -1.2123 -2.1606 0.2 -0.1 0.3 -0.36
H 3.2352 -1.3876 -1.9431 0.1 0.0 0.0 0.21
H 2.5862 -0.8444 -4.2240 0.1 0.0 -0.1 0.23
H 0.2168 -0.4545 -4.8117 0.0 0.0 -0.1 0.24
O -1.7617 -0.5947 -3.2214 -0.2 0.0 -0.2 -0.48
C -2.7489 -0.2520 -2.3207 -0.4 0.1 0.3 0.36
C -2.5674 0.7468 -1.3712 0.2 0.0 -0.2 -0.31
C -3.6193 1.1051 -0.5469 0.0 0.0 0.0 -0.19
C -4.8471 0.4763 -0.6654 -0.1 0.0 0.1 -0.22
C -5.0272 -0.5094 -1.6216 0.0 0.1 0.1 -0.18
C -3.9829 -0.8766 -2.4502 0.4 0.0 -0.1 -0.27
H -4.1070 -1.6367 -3.2050 0.0 -0.1 -0.1 0.23
H -5.9849 -0.9953 -1.7242 -0.1 0.0 0.0 0.23
H -5.6635 0.7615 -0.0205 -0.1 0.0 0.1 0.22
H -3.4823 1.8899 0.1826 0.0 0.1 0.1 0.21
H -1.6134 1.2509 -1.2997 0.0 0.0 0.0 0.21
H -0.8755 -1.2113 -0.7480 -0.1 0.0 0.1 0.24
H 3.3796 -2.2906 -0.0379 0.0 0.1 0.1 0.22
H 2.6531 -2.2760 1.5708 0.1 0.0 -0.1 0.21
H 3.3228 -0.4177 3.5525 0.0 0.0 -0.1 0.23
H 1.6758 -0.8691 3.0274 0.1 0.0 -0.1 0.24
H 2.4768 1.8602 4.1578 -0.1 -0.1 0.0 0.17
H 1.4179 2.9361 2.3056 -0.1 -0.1 0.0 0.17
H -1.0552 3.2257 2.4468 0.0 0.1 0.0 0.25
```
Positions in Å, forces in eV/Å.


Density functional theory data (ωB97M-V/def2-TZVPD) for a molecular structure, C20H27BBeFN3O5S.

Computed properties:
* HOMO energy: -7.6274 eV
* total charge: 0
* molecular weight: 460.3 g/mol

```
59
Properties=species:S:1:pos:R:3:forces:R:3:nbo_charge:R:1
B 5.3416 -2.3279 0.1635 -0.1 -0.7 0.2 0.49
C 4.4064 -3.5950 0.2970 -0.9 0.6 -1.3 -0.80
C 3.1392 -3.1237 -0.5271 0.0 1.0 3.3 0.09
C 2.1908 -2.1671 0.2548 -0.3 -3.0 -1.7 -0.18
O 1.8969 -3.6238 -0.0809 0.4 0.5 -2.0 -0.52
H 6.0152 -2.1853 -0.8118 -0.1 0.1 0.0 -0.09
H 5.3533 -1.5025 1.0161 0.0 0.0 -0.1 -0.09
H 4.7765 -4.4989 -0.2054 0.1 0.1 0.4 0.23
H 4.0265 -3.7664 1.3093 0.2 -0.2 -0.2 0.23
H 3.2678 -2.9243 -1.5989 -0.2 -0.2 0.4 0.20
H 1.9532 -2.3723 1.2958 1.1 1.8 0.3 0.23
H 1.6607 -1.4662 -0.3902 -0.3 0.0 0.6 0.21
N -0.4216 0.3012 -0.5829 -0.1 0.0 -0.2 -0.43
C -1.2954 -0.4490 -1.2580 0.1 0.1 0.1 0.03
C -1.7863 -0.1181 -2.5139 0.1 0.0 0.1 -0.25
C -1.3505 1.0623 -3.0928 -0.1 0.0 -0.1 -0.17
C -0.4471 1.8571 -2.4071 0.0 0.0 0.0 -0.26
C -0.0138 1.4305 -1.1635 0.1 -0.1 0.2 0.03
H -1.6122 -1.3588 -0.7612 -0.1 0.0 0.0 0.20
H -2.4872 -0.7666 -3.0177 0.0 0.0 0.1 0.24
H -1.7099 1.3584 -4.0709 0.0 0.0 0.0 0.21
H -0.0840 2.7849 -2.8287 0.0 0.0 0.0 0.22
H 0.6981 2.0159 -0.5910 0.0 0.0 -0.1 0.19
F -4.1896 -0.7119 -4.5444 0.0 0.0 -0.1 -0.32
C -5.2472 0.1185 -4.5010 -0.3 0.2 0.0 0.41
C -6.4993 -0.4021 -4.2350 0.1 0.1 0.0 -0.31
C -7.5891 0.4528 -4.1849 0.5 0.4 -0.2 -0.20
C -7.4169 1.8133 -4.4109 -0.1 0.1 0.0 -0.22
C -6.1536 2.3187 -4.6812 -0.1 -0.1 0.0 -0.18
C -5.0580 1.4673 -4.7217 0.2 0.0 0.0 -0.28
H -6.6105 -1.4754 -4.0684 0.3 0.2 -0.1 0.21
H -8.5795 0.0639 -3.9698 0.0 0.1 0.0 0.21
H -8.2701 2.4783 -4.3753 0.0 0.0 0.0 0.22
H -6.0200 3.3774 -4.8608 0.0 0.0 0.0 0.22
H -4.0637 1.8442 -4.9226 0.0 0.0 0.0 0.23
Be -8.4981 -2.0687 -3.6279 -0.7 -0.9 0.3 0.04
O 5.1120 2.6336 2.2158 0.3 0.0 -0.2 -0.66
S 5.9352 1.4322 2.3036 0.3 0.4 0.0 2.48
O 5.2273 0.3788 3.0453 0.3 -0.3 -0.4 -0.59
O 7.1900 1.7549 2.9751 -0.1 0.1 -0.1 -0.63
O 6.2127 0.9363 0.9566 -0.6 -0.1 0.0 -0.64
C -2.8673 -4.6931 -1.2713 -0.1 0.3 0.0 -0.72
C -3.6670 -3.4668 -1.1498 0.3 -0.6 -0.1 0.29
N -4.3020 -2.5196 -1.0525 -0.2 0.4 0.0 -0.34
H -3.2018 -5.4246 -0.5381 0.0 0.0 0.0 0.26
H -2.9820 -5.1099 -2.2702 0.0 0.0 0.0 0.25
H -1.8159 -4.4674 -1.0966 0.0 0.0 0.0 0.26
C 2.8098 4.0898 5.6991 0.0 0.0 0.0 -0.61
C 2.5477 2.7407 6.3598 -0.1 0.2 -0.1 -0.38
C 3.8083 2.1220 6.9729 -0.1 0.0 -0.4 -0.51
C 4.8243 1.8955 5.9314 -0.4 0.0 0.8 0.34
N 5.6147 1.7212 5.1220 0.1 0.0 0.3 -0.35
H 3.5069 3.9988 4.8642 0.0 0.0 0.0 0.22
H 1.8826 4.5052 5.3036 0.0 0.0 0.0 0.22
H 3.2228 4.8038 6.4151 0.0 0.0 0.0 0.20
H 2.1256 2.0575 5.6197 0.0 -0.1 0.1 0.21
H 1.7989 2.8658 7.1445 0.1 -0.1 0.0 0.21
H 3.5713 1.1673 7.4437 0.1 0.0 0.0 0.25
H 4.2271 2.7801 7.7362 0.1 0.0 0.0 0.25
```
Positions in Å, forces in eV/Å.


Density functional theory data (ωB97M-V/def2-TZVPD) for a molecular structure, C20H27BIrN10O.

Computed properties:
* HOMO energy (alpha / beta): -14.2685 / -14.2684 eV
* energy above the lowest of the compared OMol25 structures with the same formula, charge and spin: 77.6 kJ/mol
* spin multiplicity: 2
* total charge: +2
* ⟨S²⟩: 0.7741
* molecular weight: 626.5 g/mol

```
60
Properties=species:S:1:pos:R:3:forces:R:3:nbo_charge:R:1
Ir -0.0354 0.0273 -0.1195 0.2 -0.4 1.5 1.43
C 0.3097 0.0960 4.1256 0.2 0.0 -0.1 -0.31
C 0.8567 0.0995 2.8519 0.2 0.0 0.3 0.03
N -0.1151 0.0531 1.9388 -0.2 0.0 -0.6 -0.32
N -1.3039 0.0256 2.6006 -0.1 0.0 0.3 -0.32
C -1.0514 0.0453 3.9194 -0.1 0.0 -0.2 0.06
B -2.6308 -0.0121 1.7869 0.0 0.1 -0.2 0.92
N -2.5136 -1.2485 0.8351 0.0 0.1 0.0 -0.31
C -3.2737 -2.3312 0.6602 0.0 0.0 0.1 0.08
C -2.6996 -3.1316 -0.3188 0.0 0.0 0.0 -0.31
C -1.5611 -2.4590 -0.7188 0.0 0.0 0.1 0.01
N -1.4630 -1.3269 -0.0010 -0.1 0.1 -0.4 -0.24
N -2.5671 1.2120 0.8181 0.1 -0.1 0.1 -0.31
C -3.3787 2.2565 0.6290 0.0 0.1 0.0 0.07
C -2.8378 3.0713 -0.3534 -0.1 0.0 0.0 -0.31
C -1.6649 2.4463 -0.7406 0.0 -0.1 0.1 0.00
N -1.5205 1.3276 -0.0160 -0.1 0.1 -0.4 -0.22
N -3.9238 -0.0324 2.5233 0.0 0.0 0.0 -0.43
C -4.3551 -0.0052 3.8194 0.0 0.0 0.0 -0.02
C -5.7194 -0.0445 3.8136 0.0 0.0 0.0 -0.32
C -6.0667 -0.0903 2.4488 0.0 0.0 0.0 -0.02
N -5.0014 -0.0818 1.6764 0.0 0.0 0.0 -0.31
H 0.8294 0.1274 5.0661 0.0 0.0 0.0 0.27
H 1.8901 0.1388 2.5569 0.0 0.0 0.0 0.24
H -1.8416 0.0233 4.6431 0.0 0.0 0.0 0.24
H -4.1745 -2.4552 1.2361 0.0 0.0 0.0 0.27
H -3.0669 -4.0714 -0.6907 0.0 0.0 0.0 0.27
H -0.8167 -2.7083 -1.4564 0.0 0.0 0.0 0.24
H -4.2876 2.3429 1.1990 0.0 0.0 0.0 0.27
H -3.2452 3.9897 -0.7364 0.0 0.0 0.0 0.27
H -0.9287 2.7257 -1.4747 0.0 0.0 0.0 0.24
H -3.6950 0.0424 4.6639 0.0 0.0 0.0 0.21
H -6.3728 -0.0361 4.6679 0.0 0.0 0.0 0.26
H -7.0486 -0.1297 2.0046 0.0 0.0 0.0 0.23
C 0.5825 -1.2944 -3.9402 0.1 -0.1 0.1 -0.63
C 0.2180 0.0948 -3.4521 -0.8 0.4 0.2 0.26
C 1.2941 1.1175 -3.7885 0.1 0.0 0.0 -0.62
C -1.1573 0.5327 -3.9363 0.2 -0.1 -0.3 -0.63
O 0.1516 0.0583 -2.0012 0.5 -0.1 -0.2 -0.56
H 0.6936 -1.2855 -5.0247 0.0 0.1 0.0 0.25
H -0.2019 -2.0112 -3.6975 0.0 0.0 0.0 0.22
H 1.5270 -1.6250 -3.5069 0.0 0.0 0.0 0.22
H 1.3856 1.1949 -4.8719 0.0 0.0 0.0 0.25
H 2.2616 0.8063 -3.3923 0.0 0.0 0.0 0.21
H 1.0344 2.1028 -3.3998 0.0 0.0 0.0 0.21
H -1.1596 0.5534 -5.0268 -0.1 0.0 0.0 0.24
H -1.4059 1.5308 -3.5785 0.0 0.0 0.0 0.21
H -1.9252 -0.1686 -3.6101 0.0 0.0 0.0 0.22
C 5.4087 1.2362 -0.6667 0.0 0.0 0.0 -0.41
N 4.1939 0.4991 -0.2978 0.0 0.0 0.0 -0.29
C 4.1489 -0.7505 0.2688 0.0 0.0 0.0 -0.04
C 2.8386 -1.0475 0.4610 0.0 0.0 0.1 -0.09
N 2.0862 0.0209 0.0090 0.0 0.3 -0.3 -0.60
C 2.9414 0.9304 -0.4497 0.1 -0.1 0.0 0.23
H 6.2682 0.6350 -0.3879 0.0 0.0 0.0 0.24
H 5.4431 2.1806 -0.1301 0.0 0.0 0.0 0.24
H 5.4240 1.4079 -1.7398 0.0 0.0 0.0 0.24
H 5.0409 -1.3117 0.4857 0.0 0.0 0.0 0.26
H 2.3931 -1.9288 0.8889 0.0 0.0 0.0 0.25
H 2.6854 1.8869 -0.8740 0.0 0.0 0.0 0.24
```
Positions in Å, forces in eV/Å.


These records have E_tot values of -1695.981918, -1057.937339, -1855.938702, -1529.815937 hartree, in the order they appear.